45
Properties=species:S:1:pos:R:3 method="wB97M-V/def2-TZVPD" charge=0 total_energy_ev=-52513.66806 e_homo_ev=-8.22 molar_mass_g_mol=404.92 homo_lumo_gap_ev=8.341 max_force_ha_per_bohr=0.0245 lumo_energy_ev=0.12
O -1.24 1.47 2.31
C -0.76 2.00 1.33
C -1.57 2.20 0.05
C -1.70 0.85 -0.59
S -3.24 0.09 -0.81
C -2.40 -1.35 -1.38
C -3.12 -2.53 -1.81
C -4.51 -2.58 -1.78
C -5.17 -3.73 -2.19
C -4.45 -4.82 -2.63
C -3.06 -4.77 -2.67
C -2.40 -3.64 -2.26
N -1.12 -1.23 -1.38
C -0.70 -0.02 -0.95
C 0.75 0.26 -0.88
C 1.31 1.32 -1.57
C 2.67 1.57 -1.49
C 3.47 0.76 -0.69
C 2.92 -0.30 -0.01
C 1.56 -0.56 -0.10
N 0.52 2.45 1.23
C 1.59 2.22 2.11
C 1.49 1.43 3.24
C 2.59 1.21 4.04
C 3.81 1.79 3.71
Cl 5.19 1.51 4.70
C 3.92 2.60 2.59
C 2.81 2.81 1.79
H -2.57 2.56 0.31
H -1.10 2.92 -0.62
H -5.07 -1.73 -1.43
H -6.25 -3.76 -2.16
H -4.96 -5.72 -2.95
H -2.50 -5.63 -3.01
H -1.32 -3.58 -2.28
H 0.68 1.94 -2.20
H 3.10 2.39 -2.04
H 4.53 0.96 -0.62
H 3.54 -0.93 0.61
H 1.12 -1.39 0.43
H 0.79 2.91 0.37
H 0.54 0.98 3.50
H 2.52 0.59 4.92
H 4.87 3.05 2.34
H 2.90 3.43 0.91



26
Properties=species:S:1:pos:R:3 method="wB97M-V/def2-TZVPD" charge=-1 total_energy_ev=-18705.50655 e_homo_ev=-6.67 molar_mass_g_mol=161.13 de_lowest_kj_mol=98.3 homo_lumo_gap_ev=10.122 max_force_ha_per_bohr=0.0575 lumo_energy_ev=3.46
O -0.27 -0.13 -0.21
H 0.06 0.38 0.55
O 0.24 -2.51 -0.84
H 1.20 -2.72 -0.87
H 0.09 -1.57 -0.65
O -2.59 -0.84 -1.23
H -1.67 -0.70 -0.92
H -2.73 -1.73 -1.48
O -0.57 2.57 0.10
H -0.69 1.65 -0.19
H -0.13 3.01 -0.61
O 0.87 1.44 1.98
H 0.37 0.81 2.45
H 0.24 1.84 1.37
O 1.53 -1.45 1.58
H 0.80 -1.15 1.06
H 2.18 -0.74 1.53
O 2.20 0.99 -1.02
H 1.39 0.68 -0.64
H 2.23 1.95 -0.92
O -1.27 -0.46 2.34
H -0.86 -1.06 2.96
H -1.01 -0.63 1.46
O -0.25 0.23 -2.80
H -1.13 0.04 -3.16
H -0.24 0.09 -1.84



28
Properties=species:S:1:pos:R:3 method="wB97M-V/def2-TZVPD" charge=0 total_energy_ev=-20704.24502 e_homo_ev=-9.80 molar_mass_g_mol=206.20 de_lowest_kj_mol=47.6 homo_lumo_gap_ev=10.236 max_force_ha_per_bohr=0.0745 lumo_energy_ev=0.44
C 0.94 2.67 0.34
C 1.40 1.26 0.70
O 0.53 0.80 1.75
C 1.36 0.39 -0.53
N 0.01 -0.06 -0.87
C -0.79 -0.88 -0.13
O -0.35 -1.67 0.68
C -2.33 -0.71 -0.36
N -3.11 -1.61 0.43
C -2.73 0.74 -0.04
O -2.29 1.59 -1.07
C 2.48 -0.78 -0.49
O 3.58 -0.44 -0.71
O 2.10 -1.96 -0.05
H 0.88 3.20 1.30
H -0.09 2.73 -0.06
H 1.58 3.21 -0.36
H 2.45 1.33 1.04
H 0.76 -0.14 1.90
H 1.70 0.93 -1.42
H -0.50 0.71 -1.30
H -2.49 -0.83 -1.44
H -2.71 -1.71 1.36
H -2.91 -2.55 0.06
H -2.28 0.92 0.95
H -3.83 0.74 0.01
H -2.54 2.49 -0.84
H 1.18 -2.01 0.29